1.
Density functional theory data (wB97M-V/def2-TZVPD) for a gas-phase ion, C3H9N2 (charge +1).

Its HOMO energy is -15.393 eV. The charge is +1. Its SMILES is CCNC=[NH2+]. The HOMO-LUMO gap comes out at 11.81 eV. The energy is -6231.048 eV.

```
14
Properties=species:S:1:pos:R:3:lowdin_charge:R:1
H -0.236 2.020 -0.287 0.170
H -0.559 0.577 -2.871 0.142
H -0.268 -0.866 -0.830 0.167
C -0.340 1.154 -0.919 -0.136
N -0.557 1.328 -2.200 0.198
C 0.610 -1.489 1.414 -0.070
C 0.081 -0.107 1.126 -0.189
H 0.820 0.651 1.352 0.124
H -0.178 -2.243 1.428 0.088
H -0.844 0.115 1.641 0.127
H -0.745 2.258 -2.541 0.140
N -0.216 0.007 -0.323 0.065
H 1.119 -1.589 2.362 0.088
H 1.314 -1.815 0.647 0.086
```

***

2.
Density functional theory data (wB97M-V/def2-TZVPD) for a single C3H9N2O molecule at a distorted geometry.

Its HOMO energy (spin up / spin down) is -3.699 / -10.207 eV. The charge is 0. As for the spin multiplicity: 2. The HOMO-LUMO gap (spin up / spin down) comes out at 4.38 / 10.80 eV. The energy is -8281.621 eV.

```
15
Properties=species:S:1:pos:R:3:lowdin_charge:R:1
H 1.514 -1.658 -1.442 0.087
N 0.540 -1.777 -1.113 0.026
H -0.144 -1.692 -1.909 0.062
H 0.998 -1.029 0.848 0.099
C 0.269 -0.881 0.064 -0.200
O 1.505 0.747 -1.207 0.024
N -0.238 1.527 0.048 0.012
H -0.007 2.454 -0.270 0.137
H -0.541 0.735 1.949 0.078
H -1.161 2.429 1.647 0.086
C -1.037 1.421 1.274 -0.067
H -2.011 0.955 1.088 0.082
C 0.563 0.567 -0.462 -0.542
H 0.535 -2.772 -0.773 0.040
H -0.785 -1.024 0.257 0.076
```

***

3.
Density functional theory data (wB97M-V/def2-TZVPD) for 2 unconnected molecules or ions with the total composition C3H9N2O at a distorted geometry.

Its HOMO energy is -14.332 eV. The charge is +1. The HOMO-LUMO gap comes out at 10.94 eV. The energy is -8276.067 eV.

```
15
Properties=species:S:1:pos:R:3:lowdin_charge:R:1
C -0.089 -0.250 -1.530 -0.044
H 0.033 1.854 -1.935 0.113
C -0.174 1.304 -1.057 -0.151
H 0.570 -0.091 -2.419 0.109
C -0.053 -1.818 -0.899 -0.135
H -0.516 0.127 2.694 0.113
H -0.228 -2.660 -1.577 0.127
N -0.241 1.676 0.134 0.074
H 0.147 -1.079 1.765 0.096
H -0.485 2.624 0.280 0.079
N 0.297 -0.122 2.161 0.212
H 1.092 -0.068 2.823 0.143
H 0.421 0.739 1.355 0.148
H -1.052 -0.092 -1.996 0.088
O 0.276 -2.144 0.202 0.029
```

***

4.
Density functional theory data (wB97M-V/def2-TZVPD) for a gas-phase ion, C3H9N2O (charge +1) at a distorted geometry.

Its HOMO energy is -14.336 eV. The charge is +1. The HOMO-LUMO gap comes out at 5.03 eV. The energy is -8271.429 eV.

```
15
Properties=species:S:1:pos:R:3:lowdin_charge:R:1
H 0.404 1.276 0.498 0.131
N 0.207 -2.204 1.168 0.192
C 0.102 -0.723 1.242 -0.480
N -0.250 1.206 -0.309 -0.001
H -1.158 -0.783 -0.528 0.169
H 0.196 2.843 -1.582 0.106
H 1.168 -2.404 1.438 0.122
H 0.535 -0.684 -1.041 0.160
H 0.429 1.203 -2.183 0.105
O 1.180 -0.081 1.514 0.124
C -0.197 -0.281 -0.275 -0.054
H -0.726 -0.421 1.922 0.228
H -1.228 1.878 -2.076 0.098
H -0.405 -2.675 1.834 0.124
C -0.256 1.850 -1.622 -0.024
```